Entry 1:
Formula: C21H25BF3N7RhS
Source: OMol25
Level of theory: ωB97M-V with the def2-TZVPD basis set

Positions of all 59 atoms, in Å:
Rh 0.95 0.06 -0.16
C 3.17 -0.01 2.71
C 1.71 -0.01 3.00
C 1.04 0.00 4.22
C -0.32 0.00 3.90
C -1.47 0.00 4.83
N -0.42 -0.01 2.56
N 0.80 -0.01 2.02
B -1.66 0.01 1.65
N -1.59 1.30 0.78
N -0.54 1.58 -0.01
C -0.80 2.70 -0.70
C 0.17 3.23 -1.69
C -2.05 3.16 -0.32
C -2.52 2.25 0.63
C -3.81 2.31 1.35
N -1.59 -1.23 0.73
N -0.55 -1.50 -0.07
C -0.78 -2.64 -0.73
C 0.17 -3.21 -1.71
C -2.02 -3.13 -0.33
C -2.51 -2.22 0.60
C -3.79 -2.30 1.34
H 3.74 0.00 3.63
H 3.43 0.87 2.12
H 3.44 -0.89 2.14
H 1.47 0.00 5.20
H -1.11 0.00 5.86
H -2.09 -0.88 4.68
H -2.08 0.89 4.68
H -2.65 0.00 2.28
H 1.07 2.60 -1.69
H 0.45 4.25 -1.46
H -0.28 3.22 -2.68
H -2.56 4.03 -0.68
H -4.35 3.21 1.06
H -3.65 2.34 2.43
H -4.43 1.45 1.12
H 1.09 -2.62 -1.73
H -0.27 -3.21 -2.71
H 0.42 -4.24 -1.46
H -2.51 -4.02 -0.66
H -4.31 -3.20 1.05
H -4.42 -1.44 1.13
H -3.61 -2.33 2.41
F 5.43 1.08 -2.77
C 5.00 0.00 -3.44
F 5.46 -1.07 -2.77
F 5.61 0.00 -4.63
C 3.50 -0.03 -3.56
C 2.88 0.03 -4.80
C 1.49 -0.01 -4.86
C 0.78 -0.12 -3.68
N 1.36 -0.14 -2.49
C 2.70 -0.07 -2.41
S 3.28 0.01 -0.78
H 3.47 0.10 -5.69
H 0.98 0.05 -5.81
H -0.30 -0.20 -3.67

The total charge is +1. The largest force on an atom is 2.26 eV/A. The calculation puts the LUMO energy (spin up / spin down) at -5.18 / -5.18 eV.

Let us look at the Löwdin charges, expressed in e, one per atom:
1 Rh 1.015
2 C -0.044
3 C -0.310
4 C 0.044
5 C -0.243
6 C -0.006
7 N 0.028
8 N -0.002
9 B -0.479
10 N 0.034
11 N -0.008
12 C -0.307
13 C -0.014
14 C 0.042
15 C -0.249
16 C -0.006
17 N 0.034
18 N 0.009
19 C -0.306
20 C -0.016
21 C 0.040
22 C -0.251
23 C -0.006
24 H 0.088
25 H 0.066
26 H 0.069
27 H 0.118
28 H 0.091
29 H 0.089
30 H 0.089
31 H 0.116
32 H 0.054
33 H 0.092
34 H 0.089
35 H 0.120
36 H 0.090
37 H 0.089
38 H 0.086
39 H 0.053
40 H 0.089
41 H 0.093
42 H 0.120
43 H 0.090
44 H 0.086
45 H 0.088
46 F 0.139
47 C -0.614
48 F 0.141
49 F 0.159
50 C -0.097
51 C 0.039
52 C -0.013
53 C -0.107
54 N -0.043
55 C -0.682
56 S 0.734
57 H 0.133
58 H 0.117
59 H 0.128

Entry 2:
Formula: C21H25CaN3O3
Source: OMol25
Level of theory: ωB97M-V with the def2-TZVPD basis set

Positions of all 53 atoms, in Å:
C -0.54 -2.53 -6.03
C -1.26 -1.50 -6.74
H -1.10 -3.43 -5.80
H 0.48 -2.75 -6.32
C -1.56 -0.16 -6.39
C -1.66 0.88 -5.38
H -1.83 0.45 -4.37
H -0.72 1.46 -5.31
C -1.79 -2.02 -8.11
H -1.45 -3.04 -8.24
H -1.40 -1.41 -8.96
H -2.91 -2.03 -8.16
C -2.29 0.67 -7.41
H -3.29 0.20 -7.57
H -1.71 0.83 -8.33
H -2.45 1.66 -6.92
Ca -0.37 0.17 0.16
O 0.19 -0.47 -1.84
C 0.89 -0.19 -2.85
O 1.17 1.63 -0.59
C 1.71 1.82 -1.70
O 2.62 2.75 -1.91
N 1.45 1.09 -2.89
C 3.03 2.69 -3.34
C 2.14 1.72 -4.02
H 4.09 2.38 -3.35
H 2.93 3.73 -3.73
H 2.71 0.99 -4.64
H 1.42 2.22 -4.69
C 1.12 -1.13 -3.93
C 0.01 -2.04 -3.99
H 1.17 -0.54 -4.88
H -1.07 -1.96 -3.75
H 0.49 -2.96 -3.80
N 1.47 -1.25 0.95
C 1.63 -1.21 2.39
C 2.50 -2.05 3.07
C 2.66 -1.91 4.45
C 1.96 -0.94 5.17
C 1.03 -0.08 4.51
C 0.27 0.92 5.16
C -0.60 1.71 4.44
C -0.74 1.50 3.05
N -0.02 0.55 2.42
C 0.87 -0.23 3.10
H 2.18 -0.69 0.46
H 1.57 -2.20 0.59
H 3.05 -2.81 2.51
H 3.36 -2.56 4.98
H 2.09 -0.82 6.24
H 0.40 1.05 6.23
H -1.20 2.49 4.90
H -1.43 2.08 2.45

Its energy above the lowest of the compared OMol25 structures with the same formula, charge and spin is 194.69 kcal per mole. The total charge is +2. The largest force on an atom is 5.72 eV/A. The calculation puts the LUMO energy (spin up / spin down) at -6.24 / -8.46 eV.

Let us look at the Löwdin charges, expressed in e, one per atom:
1 C 0.019
2 C -0.195
3 H 0.106
4 H 0.116
5 C -0.214
6 C 0.080
7 H 0.083
8 H 0.092
9 C -0.017
10 H 0.085
11 H 0.115
12 H 0.107
13 C -0.053
14 H 0.132
15 H 0.115
16 H 0.099
17 Ca 1.574
18 O -0.224
19 C -0.458
20 O -0.073
21 C -0.431
22 O 0.105
23 N 0.070
24 C -0.058
25 C -0.105
26 H 0.145
27 H 0.155
28 H 0.143
29 H 0.127
30 C -0.104
31 C -0.038
32 H 0.092
33 H 0.095
34 H 0.071
35 N -0.011
36 C -0.229
37 C 0.005
38 C -0.036
39 C 0.012
40 C -0.133
41 C 0.038
42 C -0.023
43 C -0.095
44 N -0.076
45 C -0.173
46 H 0.107
47 H 0.115
48 H 0.127
49 H 0.122
50 H 0.123
51 H 0.134
52 H 0.122
53 H 0.116

Entry 3:
Formula: C21H25Cl6CsF15LiN2O12PS3
Source: OMol25
Level of theory: ωB97M-V with the def2-TZVPD basis set

Positions of all 87 atoms, in Å:
O -5.13 -3.81 0.58
P -3.73 -3.57 0.20
N -2.95 -2.37 1.20
O -3.58 -1.09 1.26
C -4.10 -0.61 0.04
O -5.29 -0.48 -0.06
C -3.18 -0.23 -1.07
C -3.38 -0.68 -2.36
C -2.49 -0.32 -3.34
C -1.41 0.49 -3.03
C -1.22 0.97 -1.75
C -2.11 0.60 -0.76
S -1.33 -2.23 0.88
O -0.80 -0.99 1.38
O -1.05 -2.44 -0.49
F -0.60 -3.27 1.68
H -3.59 -3.21 -1.16
H -2.91 -4.69 0.44
H -4.25 -1.31 -2.53
H -2.63 -0.71 -4.34
H -0.73 0.74 -3.83
H -0.39 1.63 -1.54
H -1.96 0.98 0.24
C 1.64 -3.36 3.94
C 1.47 -1.94 4.49
C 2.60 -0.93 4.11
F 3.80 -1.32 4.51
F 2.38 0.30 4.70
F 1.29 -1.98 5.82
F 0.28 -1.45 3.98
O 2.24 -4.32 4.79
C 3.59 -4.46 4.94
C 4.05 -4.07 6.35
F 3.64 -2.83 6.70
F 5.40 -4.08 6.41
F 4.26 -3.78 3.98
F 3.88 -5.76 4.78
H 0.62 -3.74 3.78
H 2.09 -3.37 2.94
H 2.63 -0.77 3.02
H 3.66 -4.79 7.08
Cs 0.94 0.36 2.76
C 0.47 -3.32 8.86
Cl 0.86 -4.97 8.36
Cl -0.53 -3.30 10.31
H 1.40 -2.79 9.06
H -0.07 -2.83 8.05
C 4.58 2.71 -5.71
F 4.87 2.88 -4.42
F 5.34 3.56 -6.42
F 4.95 1.47 -6.06
S 2.79 3.01 -6.01
O 2.59 4.38 -5.62
O 2.12 2.03 -5.20
N 2.81 2.73 -7.56
S 1.44 2.85 -8.35
O 0.91 4.18 -8.49
O 0.48 1.81 -8.09
C 2.13 2.45 -10.01
F 2.68 1.23 -10.04
F 3.07 3.32 -10.38
F 1.16 2.47 -10.94
O -4.60 4.28 1.48
C -5.70 3.74 1.54
O -5.94 2.71 0.76
C -7.12 1.87 0.88
C -8.27 2.42 0.07
C -6.80 4.31 2.40
H -7.38 1.71 1.93
H -6.82 0.90 0.49
H -8.59 3.40 0.43
H -9.12 1.74 0.12
H -7.97 2.54 -0.97
H -7.36 5.04 1.81
H -6.35 4.82 3.25
H -7.48 3.56 2.79
Cl 7.51 1.81 -5.05
C 8.90 1.98 -3.96
C 8.47 2.40 -2.57
Cl 7.82 4.06 -2.53
H 9.59 2.70 -4.39
H 9.40 1.02 -3.91
H 9.32 2.37 -1.90
H 7.70 1.73 -2.18
Cl -1.94 -3.53 3.84
Li -3.02 2.88 3.13
Cl 0.02 -5.42 0.51

The total charge is -1. The largest force on an atom is 9.41 eV/A. The calculation puts the LUMO energy at -2.49 eV.

Let us look at the Löwdin charges, expressed in e, one per atom:
1 O -0.385
2 P 0.721
3 N -0.320
4 O -0.054
5 C -0.413
6 O 0.150
7 C -0.177
8 C -0.024
9 C -0.039
10 C -0.039
11 C -0.050
12 C -0.058
13 S 0.426
14 O -0.562
15 O -0.249
16 F -0.395
17 H 0.033
18 H 0.026
19 H 0.121
20 H 0.116
21 H 0.120
22 H 0.111
23 H 0.094
24 C -0.050
25 C -0.469
26 C -0.527
27 F 0.137
28 F -0.161
29 F 0.141
30 F -0.287
31 O 0.062
32 C -0.542
33 C -0.282
34 F 0.080
35 F 0.095
36 F 0.143
37 F 0.160
38 H 0.073
39 H 0.155
40 H 0.015
41 H 0.150
42 Cs 1.801
43 C -1.032
44 Cl 0.542
45 Cl 0.496
46 H 0.021
47 H 0.020
48 C -0.725
49 F 0.076
50 F 0.102
51 F 0.061
52 S 0.561
53 O -0.294
54 O -0.303
55 N -0.300
56 S 0.567
57 O -0.292
58 O -0.294
59 C -0.685
60 F 0.122
61 F 0.120
62 F 0.124
63 O 0.032
64 C -0.552
65 O 0.032
66 C -0.197
67 C -0.049
68 C 0.023
69 H 0.120
70 H 0.098
71 H 0.068
72 H 0.090
73 H 0.092
74 H 0.105
75 H 0.088
76 H 0.080
77 Cl 0.672
78 C -0.654
79 C -0.664
80 Cl 0.538
81 H 0.066
82 H 0.070
83 H 0.066
84 H 0.068
85 Cl -0.303
86 Li 0.896
87 Cl -0.520

Entry 4:
Formula: C21H25F3O5
Source: OMol25
Level of theory: ωB97M-V with the def2-TZVPD basis set

Positions of all 54 atoms, in Å:
C -2.28 -4.20 -3.72
C -1.40 -3.23 -3.86
C -1.77 -1.80 -4.11
H -2.86 -1.68 -4.11
H -1.35 -1.45 -5.06
O -1.20 -0.93 -3.12
C -1.87 -0.83 -1.97
O -2.93 -1.36 -1.75
C -1.16 0.05 -1.00
C 0.08 0.52 -1.19
C 0.78 1.40 -0.21
C 2.03 0.74 0.34
C 3.05 1.53 0.85
C 4.18 0.96 1.39
C 4.30 -0.42 1.42
C 3.30 -1.22 0.91
C 2.17 -0.64 0.37
H 1.38 -1.26 -0.02
H 3.40 -2.30 0.94
C 5.53 -1.07 1.98
F 6.30 -0.24 2.70
F 6.33 -1.58 1.01
F 5.24 -2.11 2.79
H 4.97 1.58 1.79
H 2.95 2.61 0.83
H 1.09 2.31 -0.74
C -0.15 1.82 0.96
C -0.80 3.20 0.76
C -1.66 3.37 -0.50
C -3.14 3.57 -0.17
O -3.67 2.56 0.66
H -3.52 1.70 0.24
H -3.28 4.50 0.39
H -3.72 3.64 -1.10
H -1.56 2.51 -1.17
H -1.34 4.25 -1.07
H -1.42 3.40 1.63
H 0.01 3.94 0.75
C -1.17 0.71 1.24
O -0.47 -0.37 1.77
C -1.28 -1.42 2.26
C -0.37 -2.51 2.81
H -0.97 -3.31 3.23
H 0.26 -2.09 3.59
H 0.26 -2.90 2.03
H -1.91 -1.82 1.45
H -1.95 -1.03 3.04
O -1.91 0.33 0.10
H -1.94 1.06 1.95
H 0.46 1.89 1.87
H 0.62 0.25 -2.08
H -0.34 -3.41 -3.77
H -1.97 -5.22 -3.53
H -3.34 -4.02 -3.79

The SMILES is C=CCOC(=O)C1=C[C@H](c2ccc(C(F)(F)F)cc2)[C@@H](CCCO)[C@H](OCC)O1. Its energy above the lowest of the compared OMol25 structures with the same formula, charge and spin is 0.01 kcal per mole. The largest force on an atom is 0.91 eV/A. The calculation puts the LUMO energy at 0.61 eV.

Let us look at the Löwdin charges, expressed in e, one per atom:
1 C 0.027
2 C -0.150
3 C -0.165
4 H 0.126
5 H 0.130
6 O -0.001
7 C -0.413
8 O 0.147
9 C -0.166
10 C 0.038
11 C -0.192
12 C -0.172
13 C -0.013
14 C -0.002
15 C -0.123
16 C 0.006
17 C -0.009
18 H 0.115
19 H 0.125
20 C -0.588
21 F 0.136
22 F 0.135
23 F 0.136
24 H 0.119
25 H 0.120
26 H 0.158
27 C -0.175
28 C -0.129
29 C -0.157
30 C -0.269
31 O -0.063
32 H 0.078
33 H 0.120
34 H 0.117
35 H 0.098
36 H 0.114
37 H 0.119
38 H 0.114
39 C -0.311
40 O -0.072
41 C -0.231
42 C -0.059
43 H 0.076
44 H 0.079
45 H 0.070
46 H 0.127
47 H 0.128
48 O 0.011
49 H 0.170
50 H 0.155
51 H 0.137
52 H 0.105
53 H 0.056
54 H 0.066